One molecule with the formula C5H7NO, computed with wB97M-V/def2-TZVPD.

Output
Kohn-Sham gap = 10.31 eV
Structure (SMILES) = O=C[C@H]1[C@H]2CCN21
Calculated total energy = -8833.476 eV
Highest occupied orbital energy = -9.4896 eV
Energy relative to the best compared isomer or geometry (same formula, charge and spin) = 62.9 kcal per mole

Geometry (Å):
O  1.109  0.347  1.855
C  1.276  -0.676  1.230
C  0.617  -1.059  -0.052
C  -0.786  -0.692  -0.378
C  -1.184  0.718  0.044
C  0.034  1.182  -0.778
N  0.331  -0.215  -1.230
H  1.944  -1.470  1.626
H  0.926  -2.044  -0.397
H  -1.477  -1.468  -0.696
H  -1.189  0.956  1.109
H  -2.134  1.008  -0.416
H  0.851  1.660  -0.235
H  -0.223  1.778  -1.658



A 6-piece molecular cluster, C27H61Cl2N4O11 overall in a non-equilibrium geometry, computed with wB97M-V/def2-TZVPD.

Output
Kohn-Sham gap (alpha / beta) = 7.44 / 3.17 eV
2S+1 = 2
Calculated total energy = -82490.773 eV
Highest occupied orbital energy (alpha / beta) = -7.9319 / -7.9319 eV
Energy relative to the best compared isomer or geometry (same formula, charge and spin) = 0.0 kcal per mole
⟨S²⟩ = 0.754

Geometry (Å):
N  1.117  -0.582  0.104
H  1.673  -1.192  -0.477
H  1.389  -1.028  0.969
H  0.109  -0.558  0.046
H  1.640  0.274  0.223
Cl  4.492  -2.390  -0.359
O  3.327  -2.856  -1.022
O  5.306  -1.865  -1.415
O  4.058  -1.378  0.532
O  5.299  -3.321  0.410
Cl  3.355  1.629  3.090
O  3.493  1.935  1.680
O  1.960  1.362  3.400
O  4.139  0.493  3.452
O  3.881  2.801  3.820
C  -0.793  0.076  -2.545
C  -1.339  -1.357  -2.672
C  -0.628  -2.062  -3.867
C  -0.809  -3.585  -3.960
C  -0.285  -4.168  -2.571
C  -1.001  -3.501  -1.361
N  -1.003  -2.063  -1.476
O  -1.433  -1.431  -0.387
C  -2.310  -4.229  -1.179
C  -0.172  -3.906  -0.108
C  -2.875  -1.289  -2.873
H  -1.054  0.717  -1.703
H  -1.064  0.735  -3.370
H  0.291  -0.029  -2.505
H  -0.890  -1.636  -4.835
H  0.396  -1.835  -3.572
H  -0.259  -3.984  -4.813
H  -1.836  -3.904  -4.136
H  0.792  -4.167  -2.400
H  -0.426  -5.248  -2.605
H  -3.132  -3.691  -1.651
H  -2.451  -5.285  -1.408
H  -2.599  -4.254  -0.129
H  0.702  -3.271  0.038
H  -0.698  -3.951  0.845
H  0.263  -4.896  -0.240
H  -2.929  -0.855  -3.871
H  -3.479  -0.661  -2.218
H  -3.378  -2.252  -2.955
H  -2.336  -1.220  -0.637
C  3.592  3.302  -1.631
C  2.238  2.635  -2.118
C  1.644  3.591  -3.127
C  2.196  3.587  -4.566
C  2.221  2.178  -5.140
C  2.973  1.091  -4.189
N  2.451  1.215  -2.788
O  3.050  0.307  -1.966
C  2.552  -0.221  -4.779
C  4.473  1.314  -4.332
C  1.143  2.680  -0.995
H  4.231  3.442  -2.502
H  3.152  4.254  -1.334
H  4.134  2.764  -0.853
H  0.649  3.220  -3.372
H  1.359  4.556  -2.709
H  1.506  4.184  -5.163
H  3.234  3.919  -4.602
H  2.667  2.218  -6.134
H  1.238  1.912  -5.527
H  2.758  -0.472  -5.819
H  1.486  -0.424  -4.670
H  3.007  -1.125  -4.374
H  4.658  2.388  -4.343
H  4.873  0.860  -5.238
H  5.112  0.872  -3.568
H  1.181  3.683  -0.571
H  0.117  2.485  -1.306
H  1.297  1.957  -0.193
H  3.978  0.454  -2.162
C  -2.222  -1.349  4.538
C  -2.599  0.073  4.002
C  -4.152  0.053  3.766
C  -4.903  0.156  5.165
C  -4.497  1.432  5.863
C  -2.920  1.571  6.037
N  -2.172  1.243  4.839
O  -0.738  1.394  4.819
C  -2.723  3.004  6.166
C  -2.409  0.716  7.240
C  -1.986  0.258  2.612
H  -2.141  -2.139  3.793
H  -2.708  -1.638  5.470
H  -1.224  -1.464  4.961
H  -4.452  0.881  3.123
H  -4.403  -0.929  3.367
H  -4.650  -0.627  5.879
H  -5.979  0.086  5.002
H  -4.984  1.411  6.838
H  -4.876  2.237  5.233
H  -2.764  3.535  5.214
H  -3.487  3.557  6.713
H  -1.725  3.178  6.569
H  -1.469  1.114  7.621
H  -3.048  0.452  8.083
H  -2.200  -0.317  6.963
H  -2.327  1.204  2.192
H  -2.403  -0.442  1.889
H  -0.900  0.334  2.672
H  -0.615  2.074  4.152



- The highest energy relative to the best compared isomer or geometry (same formula, charge and spin) belongs to which entry?
  C5H7NO